Computed, not measured: C18H16N2O in the gas phase, with ωB97M-V with the def2-TZVPD basis set.

Geometry as XYZ:
```
37
C18H16N2O | OMol25 | ωB97M-V with the def2-TZVPD basis set
C 0.38 2.08 0.84
H -3.40 -1.39 4.40
C -0.18 0.13 2.31
C -2.87 0.44 1.81
H 0.89 -2.16 -3.89
C 0.88 0.67 -1.20
C 1.73 -0.26 -3.32
C -3.45 -1.47 3.32
H -0.56 -2.30 -1.90
H -2.31 2.07 0.54
C -0.61 1.13 1.44
C -0.60 -1.79 3.86
H 1.65 2.43 -0.68
H 2.62 -0.87 -5.19
H -4.46 -1.22 3.01
H -1.03 -1.65 4.85
H -3.93 0.56 1.62
H 4.04 1.17 -5.36
C 3.37 1.01 -4.52
H 0.88 0.02 2.51
C 0.08 -1.45 -2.04
H -0.58 -0.54 -0.22
C -2.45 -0.57 2.67
C 1.73 0.77 -2.35
C 0.07 -0.44 -1.07
N 0.98 1.74 -0.34
C 0.89 -1.38 -3.14
H -0.89 -2.77 3.50
H 3.90 2.87 -3.54
H 0.49 -1.76 3.94
N 2.51 1.86 -2.47
C -1.97 1.29 1.20
H -3.26 -2.51 3.05
O 0.66 3.13 1.38
C 3.29 1.97 -3.50
C -1.09 -0.72 2.93
C 2.59 -0.11 -4.43
```

Output
lowest unoccupied orbital energy = 0.12 eV
highest occupied orbital energy = -8.1 eV
DFT total energy = -23954.5062 eV
orbital gap = 8.23 eV
SMILES = Cc1ccc(C(=O)Nc2cccc3cccnc23)cc1C
total charge = 0